[1]
Computed, not measured: 9 unconnected molecules or ions with the total composition C62H52F5N2O33 at a distorted geometry, with ωB97M-V with the def2-TZVPD basis set.

Element x y z (Å)
C 9.37 -0.78 -2.23
C 10.22 -0.75 -3.57
C 9.27 -0.46 -4.78
C 8.70 -1.83 -5.29
O 7.60 -2.31 -4.49
N 6.37 -2.19 -5.13
C 5.94 -3.41 -5.91
C 6.92 -4.61 -5.80
C 6.88 -5.35 -4.43
C 7.89 -6.50 -4.30
F 7.57 -7.18 -3.15
F 7.77 -7.40 -5.31
C 9.37 -6.01 -4.09
F 10.05 -6.97 -3.46
F 9.44 -4.91 -3.31
F 9.91 -5.74 -5.30
C 5.40 -1.71 -4.11
C 5.14 -0.32 -4.00
C 4.23 -0.02 -2.96
C 3.69 -1.06 -2.19
N 3.87 -2.39 -2.29
C 4.74 -2.62 -3.28
H 8.51 -0.09 -2.39
H 9.02 -1.82 -2.06
H 10.00 -0.41 -1.40
H 10.77 -1.70 -3.66
H 10.99 0.05 -3.44
H 9.93 -0.08 -5.60
H 8.47 0.27 -4.54
H 8.51 -1.84 -6.39
H 9.53 -2.56 -5.13
H 6.44 -1.41 -5.80
H 4.91 -3.75 -5.70
H 5.94 -3.12 -6.99
H 6.58 -5.34 -6.57
H 7.96 -4.34 -6.08
H 5.84 -5.72 -4.28
H 7.02 -4.59 -3.63
H 5.63 0.44 -4.63
H 3.95 1.04 -2.76
H 3.02 -0.76 -1.37
H 4.97 -3.69 -3.46
C 2.22 3.32 0.52
C 1.24 3.97 1.15
C -0.18 3.94 0.66
O -1.04 4.53 1.28
C -0.45 3.19 -0.56
C 0.53 2.54 -1.20
C 1.93 2.55 -0.69
O 2.80 1.93 -1.29
O 0.30 1.84 -2.33
O 1.48 4.68 2.26
H 3.24 3.34 0.87
H -1.47 3.18 -0.92
H 1.16 1.47 -2.59
H 0.62 5.06 2.53
C -5.04 1.79 0.94
C -6.31 1.86 1.38
C -6.93 3.16 1.79
O -8.08 3.18 2.16
C -6.09 4.36 1.73
C -4.83 4.29 1.30
C -4.23 2.99 0.86
O -3.08 2.98 0.45
O -4.04 5.37 1.23
O -7.08 0.77 1.47
H -4.59 0.86 0.64
H -6.54 5.29 2.05
H -3.18 5.06 0.89
H -7.95 1.08 1.81
C -9.51 -1.74 1.58
C -10.01 -0.91 2.51
C -11.05 -1.36 3.48
O -11.45 -0.57 4.31
C -11.54 -2.73 3.39
C -11.05 -3.56 2.46
C -9.99 -3.12 1.50
O -9.56 -3.92 0.70
O -11.48 -4.82 2.35
O -9.59 0.36 2.61
H -8.76 -1.43 0.88
H -12.31 -3.03 4.09
H -10.96 -5.21 1.61
H -10.10 0.75 3.35
C 0.19 0.43 5.01
C 0.67 1.55 4.46
C 1.32 2.61 5.30
O 1.75 3.61 4.76
C 1.40 2.39 6.74
C 0.92 1.27 7.29
C 0.30 0.20 6.45
O -0.11 -0.82 6.98
O 0.98 1.04 8.60
O 0.58 1.79 3.14
H -0.28 -0.35 4.41
H 1.85 3.17 7.34
H 0.57 0.16 8.74
H 0.99 2.66 3.00
C -5.06 8.63 2.41
C -6.32 8.71 2.84
C -6.93 10.01 3.25
O -8.09 10.02 3.63
C -6.10 11.21 3.20
C -4.84 11.13 2.76
C -4.23 9.83 2.32
O -3.08 9.82 1.92
O -4.05 12.21 2.70
O -7.10 7.62 2.93
H -4.60 7.70 2.10
H -6.55 12.14 3.51
H -3.19 11.90 2.35
H -7.96 7.93 3.27
C -4.73 -1.23 -4.15
C -5.21 -1.06 -2.91
C -4.31 -0.68 -1.77
O -4.80 -0.52 -0.67
C -2.89 -0.52 -2.04
C -2.41 -0.69 -3.28
C -3.31 -1.05 -4.42
O -2.83 -1.18 -5.53
O -1.11 -0.55 -3.57
O -6.50 -1.23 -2.62
H -5.37 -1.51 -4.98
H -2.25 -0.25 -1.21
H -1.03 -0.73 -4.53
H -6.59 -1.05 -1.67
C -7.47 -7.26 0.36
C -6.50 -8.18 0.39
C -6.73 -9.56 0.94
O -5.83 -10.36 0.92
C -8.05 -9.86 1.48
C -9.02 -8.93 1.46
C -8.79 -7.57 0.89
O -9.71 -6.77 0.87
O -10.24 -9.18 1.96
O -5.27 -7.93 -0.08
H -7.31 -6.27 -0.03
H -8.21 -10.85 1.89
H -10.75 -8.36 1.82
H -4.76 -8.76 0.05
C 9.73 3.54 2.59
C 9.48 3.25 1.32
C 9.26 1.84 0.86
O 9.01 1.63 -0.32
C 9.35 0.77 1.85
C 9.61 1.06 3.13
C 9.81 2.47 3.59
O 10.02 2.68 4.77
O 9.71 0.10 4.06
O 9.41 4.20 0.38
H 9.89 4.55 2.94
H 9.21 -0.24 1.50
H 9.90 0.57 4.89
H 9.21 3.74 -0.46

Calculated values
Molecular weight (g/mol): 1448.1
Net charge: +1
E (eV): -149259.43974

***

[2]
Computed, not measured: 3 unconnected molecules or ions with the total composition C25H48N5O2 at a distorted geometry, with ωB97M-V with the def2-TZVPD basis set.

Element x y z (Å)
C 4.17 -1.09 -0.98
C 3.59 0.29 -0.64
C 3.16 1.09 -1.87
N 1.85 1.73 -1.71
C 0.82 0.84 -1.36
C 0.70 -0.43 -1.96
C -0.35 -1.23 -1.59
C -1.22 -0.70 -0.65
N -1.02 0.49 -0.13
N -0.01 1.29 -0.45
H 3.96 -1.81 -0.20
H 3.81 -1.45 -1.94
H 5.25 -1.04 -1.07
H 4.39 0.84 -0.15
H 2.81 0.21 0.11
H 3.26 0.49 -2.78
H 3.87 1.90 -2.01
H 1.59 2.29 -2.51
H 1.42 -0.77 -2.69
H -0.53 -2.21 -2.01
H -2.09 -1.26 -0.34
H -1.67 0.85 0.55
C -5.01 -3.26 -4.60
C -3.86 -3.71 -3.66
C -3.73 -5.24 -3.61
C -4.77 -5.94 -2.75
C -4.80 -5.33 -1.35
C -5.05 -3.82 -1.38
N -4.07 -3.14 -2.29
O -2.93 -3.00 -1.68
C -6.50 -3.56 -1.82
C -4.94 -3.25 0.03
C -2.59 -3.16 -4.29
H -5.91 -2.97 -4.08
H -4.71 -2.39 -5.18
H -5.27 -4.05 -5.30
H -2.74 -5.50 -3.23
H -3.77 -5.62 -4.63
H -5.76 -5.89 -3.22
H -4.53 -7.00 -2.68
H -5.58 -5.80 -0.75
H -3.85 -5.53 -0.85
H -6.69 -2.49 -1.95
H -7.18 -3.92 -1.05
H -6.78 -4.07 -2.74
H -3.99 -3.48 0.49
H -5.72 -3.67 0.65
H -5.07 -2.16 0.02
H -2.57 -2.07 -4.26
H -2.55 -3.47 -5.33
H -1.69 -3.53 -3.79
C 2.52 3.00 5.29
C 3.81 3.46 4.57
C 4.08 4.95 4.80
C 3.22 5.89 3.96
C 3.31 5.52 2.48
C 2.93 4.06 2.23
N 3.72 3.14 3.11
O 4.91 2.97 2.61
C 1.42 3.90 2.45
C 3.17 3.70 0.77
C 4.94 2.67 5.22
H 1.66 2.90 4.64
H 2.66 2.02 5.75
H 2.25 3.70 6.09
H 5.13 5.15 4.57
H 3.96 5.17 5.86
H 2.19 5.88 4.31
H 3.58 6.92 4.09
H 2.67 6.16 1.89
H 4.34 5.69 2.14
H 1.13 2.85 2.38
H 0.88 4.45 1.68
H 1.07 4.29 3.41
H 4.20 3.90 0.46
H 2.52 4.30 0.13
H 2.95 2.65 0.59
H 4.85 1.60 5.01
H 4.88 2.81 6.30
H 5.92 3.01 4.89

Calculated values
Molecular weight (g/mol): 450.7
Net charge: +1
E (eV): -38238.67621
Multiplicity: 3

***

[3]
Computed, not measured: a molecular structure, C13H18N7O3PReSTe, with ωB97M-V with the def2-TZVPD basis set.

Element x y z (Å)
Re -0.47 -0.15 -0.61
N 2.63 -0.99 -1.42
C 2.40 0.29 -1.64
N 3.35 1.02 -2.19
C 3.08 2.31 -2.42
N 3.99 3.06 -2.99
N 1.90 2.94 -2.08
C 1.02 2.17 -1.54
N 1.17 0.83 -1.29
C -0.27 2.74 -1.07
C -0.60 4.06 -1.20
C -1.82 4.49 -0.67
C -2.64 3.58 -0.03
C -2.25 2.26 0.06
N -1.08 1.85 -0.46
H 3.53 -1.35 -1.70
H 1.93 -1.65 -1.12
H 4.88 2.66 -3.25
H 3.82 4.04 -3.15
H 0.08 4.74 -1.69
H -2.11 5.53 -0.76
H -3.59 3.88 0.41
H -2.85 1.51 0.56
C -2.70 -0.16 -4.66
C -2.36 0.35 -3.29
O -1.29 -0.46 -2.64
P -1.54 -2.04 -2.07
O -0.13 -2.01 -1.33
Te -2.29 -3.79 -3.24
O -2.39 -1.40 -0.79
C -3.50 -2.11 -0.08
C -4.82 -1.73 -0.70
H -3.28 0.62 -5.16
H -3.30 -1.07 -4.63
H -1.80 -0.34 -5.25
H -3.21 0.36 -2.61
H -1.92 1.35 -3.33
H -3.42 -1.79 0.95
H -3.28 -3.17 -0.15
H -5.04 -0.67 -0.56
H -5.61 -2.31 -0.22
H -4.83 -1.97 -1.77
S 0.62 -0.78 3.84
C 0.27 -0.52 2.37
N -0.01 -0.31 1.20

Calculated values
Molecular weight (g/mol): 697.2
Net charge: +2
E (eV): -59882.56640
Multiplicity: 4

***

[4]
Computed, not measured: a molecular structure, C42H52F20N9O12S6V at a distorted geometry, with ωB97M-V with the def2-TZVPD basis set.

Element x y z (Å)
V 2.77 -0.40 0.99
C -1.62 -1.14 0.99
F -1.39 -1.24 2.30
F -2.53 -2.05 0.60
F -1.97 0.07 0.81
S 0.01 -1.66 0.05
O 0.77 -2.44 0.99
O -0.36 -2.30 -1.18
N 1.04 -0.20 -0.01
S 0.47 0.42 -1.38
O 1.25 -0.02 -2.51
O -0.95 0.58 -1.57
C 1.04 2.30 -1.11
F 0.71 2.97 -2.22
F 0.37 2.81 -0.09
F 2.31 2.31 -0.84
C 4.99 3.19 1.59
F 4.12 3.53 2.58
F 4.41 3.39 0.41
F 6.00 4.04 1.63
S 5.55 1.31 1.66
O 6.99 1.27 1.44
O 5.17 0.75 2.97
N 4.45 0.54 0.51
S 5.29 0.72 -0.83
O 4.38 0.31 -1.90
O 5.95 2.00 -0.98
C 6.70 -0.69 -0.78
F 6.41 -1.60 -1.75
F 7.86 -0.09 -1.04
F 6.71 -1.31 0.42
C 3.02 0.11 5.34
F 4.26 -0.25 5.53
F 2.41 0.26 6.47
F 3.09 1.29 4.72
S 2.05 -1.23 4.20
O 1.95 -2.42 5.08
O 0.80 -0.64 3.75
N 3.03 -1.44 2.68
S 4.11 -2.55 3.13
O 5.21 -2.57 2.12
O 4.55 -2.59 4.53
C 3.22 -4.22 2.64
F 2.06 -4.28 3.18
F 3.14 -4.35 1.28
F 3.97 -5.24 3.15
C -2.64 -1.26 5.25
C -1.86 -2.31 6.07
C -1.51 -1.78 7.46
C -0.78 -0.55 7.39
N -0.16 0.41 7.34
H -3.59 -1.02 5.71
H -2.85 -1.56 4.22
H -2.08 -0.33 5.13
H -0.96 -2.58 5.52
H -2.44 -3.23 6.12
H -0.90 -2.50 8.01
H -2.44 -1.63 8.01
C 3.29 2.94 -4.46
C 4.43 3.81 -5.07
C 5.75 3.60 -4.34
C 6.50 2.32 -4.54
N 7.11 1.32 -4.62
H 3.65 1.93 -4.23
H 2.44 2.93 -5.13
H 3.05 3.38 -3.49
H 4.09 4.84 -4.92
H 4.55 3.61 -6.14
H 5.57 3.72 -3.27
H 6.44 4.43 -4.52
C 2.60 -2.76 -4.62
C 2.30 -3.78 -3.53
C 3.32 -3.87 -2.38
C 3.24 -2.79 -1.36
N 3.14 -1.96 -0.56
H 2.70 -1.72 -4.34
H 1.76 -2.65 -5.31
H 3.57 -3.06 -5.03
H 2.25 -4.80 -3.89
H 1.30 -3.64 -3.12
H 4.32 -3.84 -2.81
H 3.21 -4.83 -1.88
C -3.02 5.90 -3.46
C -1.82 5.07 -3.11
C -1.35 5.47 -1.69
C -0.96 6.85 -1.48
N -0.62 7.93 -1.36
H -3.22 5.92 -4.54
H -2.89 6.96 -3.27
H -3.94 5.65 -2.94
H -1.04 5.29 -3.83
H -2.07 4.01 -3.22
H -0.50 4.82 -1.48
H -2.18 5.23 -1.03
C -5.92 0.15 -1.87
C -4.43 0.48 -2.06
C -4.13 1.83 -2.52
C -4.55 2.78 -1.49
N -4.93 3.55 -0.71
H -6.10 -0.91 -2.04
H -6.50 0.87 -2.45
H -6.21 0.32 -0.84
H -4.02 -0.20 -2.81
H -3.80 0.20 -1.22
H -4.71 2.15 -3.39
H -3.08 1.94 -2.77
C -1.27 1.84 3.15
C -0.50 2.77 4.08
C 0.74 3.26 3.41
C 1.57 2.27 2.72
N 2.17 1.50 2.12
H -2.24 1.64 3.60
H -0.80 0.87 2.98
H -1.39 2.27 2.15
H -0.25 2.31 5.04
H -1.09 3.64 4.36
H 1.39 3.77 4.13
H 0.49 3.95 2.60
F -0.57 -2.49 -4.05
C -1.95 -2.56 -4.20
C -2.80 -3.14 -3.24
C -4.17 -3.10 -3.43
C -4.71 -2.61 -4.63
C -3.91 -2.14 -5.60
C -2.54 -2.11 -5.41
H -2.44 -3.55 -2.30
H -4.87 -3.45 -2.69
H -5.78 -2.68 -4.73
H -4.33 -2.01 -6.59
H -1.86 -1.75 -6.16
F -5.37 -4.02 -0.28
C -5.99 -4.00 0.95
C -5.25 -3.79 2.08
C -5.84 -4.00 3.34
C -7.18 -4.21 3.41
C -8.03 -4.20 2.26
C -7.38 -4.08 1.02
H -4.18 -3.68 2.08
H -5.32 -3.96 4.29
H -7.52 -4.45 4.41
H -9.09 -4.32 2.42
H -7.90 -4.09 0.07

Calculated values
Molecular weight (g/mol): 1498.2
Net charge: +1
E (eV): -227410.20217
Multiplicity: 4

***

[5]
Computed, not measured: 2 unconnected molecules or ions with the total composition CH8N5 at a distorted geometry, with ωB97M-V with the def2-TZVPD basis set.

Element x y z (Å)
C -0.28 1.08 -0.78
N -0.42 0.20 0.42
N -0.16 0.37 -1.81
N -0.19 2.38 -0.69
N -0.84 -1.70 1.46
N -0.48 -1.07 0.41
H -0.26 0.67 1.33
H 2.12 -1.34 0.72
H -0.02 0.75 -2.77
H -0.12 2.95 -1.57
H 0.21 2.75 0.12
H -0.80 -1.31 2.50
H -1.06 -2.69 1.44
H 1.41 -1.62 0.70

Calculated values
Molecular weight (g/mol): 90.1
Net charge: +1
E (eV): -8606.73600

***

[6]
Computed, not measured: a molecular structure, C5H6O, with ωB97M-V with the def2-TZVPD basis set.

Element x y z (Å)
C 2.04 0.04 -0.40
C 1.83 -0.20 0.89
C 0.54 0.07 0.22
C -0.71 -0.81 0.07
C -1.45 0.52 0.30
O -0.20 1.23 0.49
H 2.73 0.34 -1.18
H 0.93 0.16 -1.04
H -0.87 -1.31 -0.88
H -0.78 -1.52 0.89
H -2.07 0.58 1.20
H -2.00 0.91 -0.56

Calculated values
Molecular weight (g/mol): 82.1
Net charge: 0
E (eV): -7323.28342

***

Look up the net charge of the second one.
+1